Density functional theory data (wB97M-V/def2-TZVPD) for a gas-phase ion, C5H10N (charge +1) in a non-equilibrium geometry.

The value obtained for the LUMO energy is -0.180 Ha. The SMILES is C=C(C)C(C)=[NH2+]. The calculation puts the total energy at -6827.3466 eV. Its charge is +1. For the energy above the lowest of the compared OMol25 structures with the same formula, charge and spin, the calculation gives 275.5 kJ/mol.

Bonds (Å) are listed after each position.
Positions of all 16 atoms, in Å:
1 C 1.40 1.88 -0.10  C2 1.401, H7 1.089, H8 1.096
2 C 0.60 0.73 0.01  C1 1.401, C3 1.754, C4 1.556
3 C -0.89 -0.07 -0.44  C2 1.754, C5 1.500, N6 1.277
4 C 1.21 -0.38 0.92  C2 1.556, H9 1.072, H10 1.057, H11 1.058
5 C -0.87 -1.56 -0.52  C3 1.500, H12 1.066, H13 1.058, H14 1.027
6 N -1.94 0.64 -0.61  C3 1.277, H15 0.981, H16 1.132
7 H 2.34 1.88 0.44  C1 1.089
8 H 1.19 2.78 -0.69  C1 1.096
9 H 0.94 -0.72 1.90  C4 1.072
10 H 2.25 -0.20 1.00  C4 1.057
11 H 0.98 -1.26 0.39  C4 1.058
12 H -0.77 -1.94 0.48  C5 1.066
13 H -0.03 -1.82 -1.10  C5 1.058
14 H -1.80 -1.87 -0.82  C5 1.027
15 H -2.78 0.15 -0.47  N6 0.981
16 H -1.85 1.75 -0.38  N6 1.132